Entry 1:
Density functional theory data (ωB97M-V/def2-TZVPD) for C25H35N2O2 as an isolated structure at a distorted geometry.

```
64
Properties=species:S:1:pos:R:3
C -7.24213 -2.14811 1.34878
H -6.70948 -1.71388 2.15544
H -7.96541 -2.68882 1.53827
H -6.49045 -2.81543 0.76758
C -7.75794 -1.24565 0.15010
C -8.36757 -1.78221 -0.93384
H -9.26635 -2.44283 -0.59843
H -7.58304 -2.30547 -1.57661
H -8.67240 -0.90324 -1.78831
C -6.66599 -0.05504 0.01939
C -5.50072 -0.36160 -0.61194
N -4.58751 0.60204 -0.96283
C -3.26299 0.37232 -0.41385
O -2.83366 -0.25644 0.47059
C -2.44284 1.76987 -0.73985
H -3.13956 2.51134 -0.94949
C -1.26423 1.27686 -1.53785
H -1.75057 1.01446 -2.44688
H -0.65853 2.46909 -1.87779
C -0.36633 0.44078 -0.89372
N -0.44473 0.37841 0.37466
C -0.56190 1.85973 1.12888
H -0.26537 1.87295 2.10370
C -1.89048 2.40744 0.85981
H -1.74187 3.61052 0.36315
H -2.41727 2.16711 1.50801
H 0.36105 2.15693 0.49279
C 0.69221 -0.30271 1.05161
C 1.96891 0.01601 0.94974
C 2.79967 -0.42982 -0.18961
C 4.06742 0.19039 -0.56811
C 4.59020 0.98358 0.22675
C 3.93699 1.47923 1.47602
C 2.60622 0.84517 1.68334
H 2.06629 1.23921 2.58893
H 4.40012 2.34832 2.17111
H 5.64772 1.38528 0.02263
O 4.64136 -0.40035 -1.35816
C 5.95483 0.00586 -1.92055
C 6.87864 -0.34649 -0.81957
C 6.88844 -1.72092 -0.02967
C 7.61139 -1.97250 0.97932
C 8.79186 -1.32927 0.97659
C 9.03484 -0.26463 0.24739
C 8.03332 0.34526 -0.77532
H 8.44692 1.12879 -1.28020
H 10.05472 0.36084 0.41818
H 9.75813 -1.74841 1.70825
H 7.62326 -2.86273 1.19695
H 5.79110 -2.17287 -0.30740
H 6.05429 1.09532 -2.14556
H 6.19482 -0.49207 -2.94448
H 2.54796 -1.07096 -1.03199
H 0.51910 -0.59068 2.25428
H 0.66588 -1.53743 0.78607
H -1.33324 0.04959 0.88491
H -0.62402 -0.66806 -1.42892
H 0.60720 0.61840 -1.26776
H -4.77738 1.37383 -1.40530
H -4.80900 -1.30661 0.30469
H -5.61854 -1.09329 -1.67833
H -6.37745 0.45324 1.06614
H -7.08267 0.77022 -0.68171
H -8.76325 -0.56985 0.88995
```

DFT total energy = -33538.4550 eV
ΔE to the lowest compared entry with this formula, charge and spin = 2400.2 kJ/mol
Highest occupied orbital energy = -10.7 eV
Frontier orbital gap = 0.30435 Eh
Net charge = +1
Strongest force on any atom = 0.3749 hartree/bohr

Löwdin population analysis, charges in e, atoms 1 to 5:
1. C -0.05
2. H 0.07
3. H -0.03
4. H 0.11
5. C -0.49



Entry 2:
Density functional theory data (ωB97M-V/def2-TZVPD) for a 2-piece molecular cluster, C25H35N4O2 overall at a distorted geometry.

```
66
Properties=species:S:1:pos:R:3
C -1.74326 -4.22031 6.67122
O -2.44309 -3.02350 6.41681
C -1.98745 -2.27213 5.32429
C -2.64763 -1.06559 5.04976
C -2.26912 -0.25964 4.00646
C -1.19793 -0.61305 3.16348
C -0.80383 0.23545 2.08999
C 0.21556 -0.08500 1.20968
C 0.67168 0.66135 0.15056
N 1.69355 0.23746 -0.66147
C 2.21641 1.00535 -1.83186
C 1.14148 1.18797 -2.90814
C 1.59742 1.98158 -4.10004
C 1.63025 1.40487 -5.36153
C 2.10110 2.11275 -6.44915
C 2.54539 3.40921 -6.29226
C 2.49634 4.00120 -5.04682
C 2.01903 3.29504 -3.95991
C 3.42249 0.23563 -2.35244
O 4.16083 0.57942 -3.25011
N 3.50711 -0.92164 -1.60701
C 4.53407 -1.91831 -1.85713
C 2.51354 -1.01902 -0.49937
C 3.27726 -1.00525 0.82273
C 1.66055 -2.26507 -0.71394
C -0.54112 -1.83147 3.44191
C -0.92286 -2.63435 4.48829
H -2.18518 -4.69959 7.54545
H -1.83104 -4.89524 5.82041
H -0.69574 -4.00668 6.88169
H -3.46708 -0.78806 5.68946
H -2.79428 0.65996 3.81946
H -1.31812 1.17214 1.97410
H 0.70184 -1.02328 1.36675
H 0.21641 1.61059 -0.06001
H 2.55791 1.98270 -1.46798
H 0.81736 0.19394 -3.23483
H 0.25985 1.66578 -2.46672
H 1.28903 0.38998 -5.48014
H 2.13569 1.64631 -7.41987
H 2.93972 3.95313 -7.13684
H 2.84836 5.01164 -4.91861
H 1.97629 3.75524 -2.98660
H 5.11955 -1.63263 -2.72887
H 5.19337 -2.00072 -0.99520
H 4.07431 -2.88785 -2.04076
H 3.92727 -0.13231 0.84934
H 2.62299 -0.95405 1.68839
H 3.90368 -1.88988 0.92501
H 1.22942 -2.23756 -1.71275
H 2.25961 -3.17018 -0.63160
H 0.84057 -2.34216 -0.00593
H 0.28526 -2.13651 2.82692
H -0.39854 -3.55556 4.67529
C -3.83656 2.78420 -0.34925
N -4.25977 1.85641 0.67902
N -5.08659 0.76126 0.17416
C -6.44476 0.79748 0.67264
H -3.27978 3.62116 0.07080
H -3.22211 2.28014 -1.09387
H -4.71637 3.17983 -0.85241
H -3.46623 1.49553 1.22152
H -4.64062 -0.14719 0.35112
H -7.06000 0.01859 0.22424
H -6.45925 0.68922 1.75582
H -6.88427 1.76126 0.42668
```

DFT total energy = -36540.3315 eV
ΔE to the lowest compared entry with this formula, charge and spin = 267.9 kJ/mol
Highest occupied orbital energy = -10.5 eV
Frontier orbital gap = 0.20508 Eh
Net charge = +1
Strongest force on any atom = 0.0671 hartree/bohr

Löwdin population analysis, charges in e, atoms 1 to 5:
1. C -0.08
2. O -0.06
3. C -0.19
4. C 0.02
5. C 0.00



Entry 3:
Density functional theory data (ωB97M-V/def2-TZVPD) for the molecule C25H35N5O3 at a distorted geometry.

```
68
Properties=species:S:1:pos:R:3
C -2.14670 -0.04570 -2.37840
C -2.76583 0.40237 -1.10784
C -3.90205 -0.06915 -0.48194
C -4.79591 -1.14152 -0.93366
O -4.49739 -1.84701 -1.89155
N -5.95977 -1.34020 -0.27681
C -6.52522 -0.60082 0.83304
C -7.94918 -1.14376 0.95539
C -7.80856 -2.58198 0.46279
C -6.82368 -2.43466 -0.68976
O -4.11622 0.61237 0.68810
C -3.13377 1.51498 0.80420
C -2.27661 1.43588 -0.26629
C -1.17146 2.35163 -0.30643
N -0.10744 2.36431 -1.09265
N 0.63159 3.40291 -0.69112
C 1.89408 3.67722 -1.31430
C 2.90036 2.51466 -1.14197
O 4.03812 2.71073 -0.77287
N 2.38272 1.33183 -1.49685
C 3.08188 0.08320 -1.30759
C 2.57159 -0.67019 -0.07870
C 3.36684 -1.95898 0.13820
N 4.79740 -1.72275 0.14685
C 5.56361 -2.93057 -0.09313
C 7.03341 -2.58249 -0.30835
C 7.58545 -1.86624 0.91828
C 6.71637 -0.64853 1.20784
C 5.25749 -1.06729 1.35770
C 0.05614 4.05894 0.34308
C -1.12175 3.41149 0.62956
C -2.23191 3.69589 1.58946
C -2.96935 2.40492 1.98970
H -1.83049 0.81768 -2.96022
H -1.26284 -0.64541 -2.16275
H -2.84754 -0.65483 -2.94056
H -5.95322 -0.79302 1.74853
H -6.50886 0.47391 0.63906
H -8.61854 -0.58975 0.29616
H -8.32783 -1.07664 1.97325
H -7.38041 -3.20701 1.24732
H -8.75448 -3.01546 0.14625
H -7.33427 -2.17093 -1.62348
H -6.22190 -3.32602 -0.87723
H 1.74745 3.83250 -2.38915
H 2.32516 4.57810 -0.87616
H 1.37564 1.29779 -1.65150
H 4.14116 0.30923 -1.17654
H 2.95569 -0.53282 -2.20205
H 1.51656 -0.92353 -0.20696
H 2.65151 -0.01832 0.79251
H 3.02246 -2.44803 1.06843
H 3.15158 -2.63753 -0.69210
H 5.16860 -3.41801 -0.98871
H 5.47407 -3.64244 0.75002
H 7.11251 -1.92611 -1.17606
H 7.59840 -3.49435 -0.51040
H 8.62093 -1.56500 0.74981
H 7.56603 -2.54315 1.77658
H 6.79136 0.05912 0.38126
H 7.04613 -0.14811 2.11994
H 4.64925 -0.17876 1.52978
H 5.15041 -1.73399 2.23576
H 0.51815 4.91749 0.78685
H -1.85248 4.19794 2.48063
H -2.94060 4.37532 1.10231
H -3.94013 2.63925 2.42916
H -2.38369 1.86941 2.74626
```

DFT total energy = -40087.0007 eV
ΔE to the lowest compared entry with this formula, charge and spin = 294.7 kJ/mol
Highest occupied orbital energy = -8.0 eV
Frontier orbital gap = 0.31739 Eh
Net charge = 0
Strongest force on any atom = 0.0247 hartree/bohr
Structure (SMILES) = Cc1c(C(=O)N2CCCC2)oc2c1-c1nn(CC(=O)NCCCN3CCCCC3)cc1CC2

Löwdin population analysis, charges in e, atoms 1 to 5:
1. C -0.01
2. C -0.12
3. C -0.10
4. C -0.39
5. O 0.06



Entry 4:
Density functional theory data (ωB97M-V/def2-TZVPD) for C25H36AuN2O3P as an isolated structure.

```
68
Properties=species:S:1:pos:R:3
Au 0.02946 -0.18329 -0.28537
C 0.93399 -2.47702 -4.43098
O -0.47925 -2.36918 -4.28345
C -0.98570 -3.04175 -3.19307
C -1.67792 -4.21028 -3.41136
C -2.25333 -4.89321 -2.34450
C -2.12939 -4.35726 -1.08476
C -1.45990 -3.14975 -0.82108
C -1.53304 -2.73621 0.59443
N -1.40856 -1.52514 0.93962
N -1.41361 -1.13187 2.25246
C -0.76339 -0.01123 2.43020
O -0.05696 0.68192 1.56445
C -0.80463 0.58001 3.79793
C -1.65310 0.05843 4.77214
C -1.69157 0.62484 6.03521
C -0.88347 1.71403 6.33845
C -0.03585 2.23384 5.37197
C 0.00357 1.67008 4.10475
C -0.82383 -2.47260 -1.90238
O -0.06942 -1.36741 -1.91798
H 1.19949 -1.90786 -5.31961
H 1.22450 -3.52216 -4.57305
H 1.44970 -2.06340 -3.56418
H -1.75559 -4.57122 -4.42919
H -2.78811 -5.81952 -2.50137
H -2.58231 -4.86873 -0.24300
H -1.72358 -3.51677 1.33665
H -2.27239 -0.79143 4.52277
H -2.35386 0.21590 6.78735
H -0.91459 2.15460 7.32681
H 0.59842 3.07968 5.60442
H 0.66236 2.06690 3.34507
C 4.06715 -1.58604 0.71643
C 2.97384 -0.74631 0.05249
C 3.19444 -0.69299 -1.45694
C 1.61361 -1.31705 0.41882
H 5.05710 -1.18097 0.49633
H 4.03442 -2.61464 0.34775
H 3.94329 -1.61407 1.80029
H 3.03728 0.27172 0.45302
H 3.12872 -1.69961 -1.87880
H 4.18222 -0.29331 -1.69400
H 2.44434 -0.07649 -1.95548
H 1.48128 -1.35863 1.50165
H 1.47729 -2.31880 0.00237
C -1.11046 3.54750 -0.10539
C -2.27304 2.60145 -0.40770
P -1.71783 1.12704 -1.32071
C -1.15905 1.67298 -2.96820
C -2.18850 2.34448 -3.87122
C -3.19996 0.09001 -1.59060
C -4.54053 0.81468 -1.70535
H -1.45143 4.39241 0.49296
H -0.67266 3.94644 -1.02201
H -0.33149 3.02837 0.45296
H -3.06711 3.10709 -0.96121
H -2.71218 2.23321 0.52377
H -0.76273 0.76363 -3.43021
H -0.30109 2.32791 -2.79578
H -2.98792 1.65474 -4.14046
H -1.71844 2.67596 -4.79756
H -2.63757 3.21921 -3.39731
H -3.22320 -0.61524 -0.75732
H -2.98715 -0.50471 -2.48403
H -4.79978 1.31232 -0.77061
H -5.33229 0.09804 -1.92524
H -4.54244 1.56493 -2.49486
```

DFT total energy = -48611.0493 eV
ΔE to the lowest compared entry with this formula, charge and spin = 37.0 kJ/mol
Highest occupied orbital energy = -7.6 eV
Frontier orbital gap = 0.28730 Eh
Net charge = 0
Strongest force on any atom = 0.0049 hartree/bohr

Löwdin population analysis, charges in e, atoms 1 to 5:
1. Au 1.10
2. C -0.06
3. O -0.11
4. C -0.25
5. C -0.01